Entry from the Open Molecules 2025 dataset: a cluster of 2 separate species, C3H3F3O in total in a non-equilibrium geometry (the ωB97M-V functional and the def2-TZVPD basis).

The HOMO-LUMO gap comes out at 10.4 eV. As for the charge: 0. The calculation puts the highest occupied orbital energy at -9.6 eV. As for the calculated total energy: -13357.0602 eV. As for the energy relative to the best compared isomer or geometry (same formula, charge and spin): 55.1 kcal/mol. Its structure (SMILES) is FC=C(F)F.C=O. The LUMO energy comes out at 0.798 eV.

Last column: natural (NBO) charge in e.
CARTESIAN COORDINATES (ANGSTROEM)
F  -0.7396  -1.7427  -0.1793  -0.322
C  -0.9800  -0.6943  0.6130  0.044
C  -1.3323  0.4861  0.1276  0.660
F  -1.6049  1.5437  0.8477  -0.289
F  -1.5837  0.6831  -1.1156  -0.291
H  -0.5784  -0.8450  1.6308  0.200
C  1.6971  0.1720  -0.5139  0.276
O  1.6552  0.4265  0.6452  -0.502
H  2.6564  0.1474  -0.9959  0.111
H  0.8102  -0.1769  -1.0595  0.112